1.
Below is C20H29F11N4O3P3SSeTi as an isolated structure, with properties calculated with the ωB97M-V functional and the def2-TZVPD basis.

The geometry in XYZ format:
```
73
Properties=species:S:1:pos:R:3
Ti -0.905 -1.070 -0.612
F -7.195 2.145 -0.847
C -6.236 1.348 -0.439
C -5.116 1.156 -1.243
F -5.013 1.769 -2.409
C -4.119 0.325 -0.786
F -3.016 0.150 -1.535
C -4.200 -0.323 0.437
S -2.976 -1.498 0.867
C -5.325 -0.112 1.229
F -5.424 -0.709 2.404
C -6.343 0.720 0.796
F -7.410 0.922 1.542
C 3.819 0.125 -2.861
N 2.620 -0.528 -2.317
C 1.686 -1.025 -3.332
P 2.256 -0.373 -0.758
O 1.020 -1.216 -0.443
O 1.872 1.147 -0.366
P 0.480 1.911 -0.701
O -0.488 0.823 -1.112
N 0.236 2.738 0.666
C -0.690 3.878 0.690
C 0.769 2.385 1.982
N 0.624 2.957 -1.910
C 1.470 4.149 -1.783
C 0.113 2.707 -3.263
N 3.574 -0.633 0.125
C 4.351 -1.861 -0.108
C 3.892 0.046 1.383
H 4.383 -0.593 -3.456
H 4.455 0.496 -2.061
H 3.534 0.962 -3.502
H 2.255 -1.556 -4.095
H 1.148 -0.207 -3.816
H 0.987 -1.733 -2.901
H -1.030 4.121 -0.313
H -0.186 4.749 1.110
H -1.558 3.646 1.309
H 1.256 1.414 1.968
H -0.044 2.359 2.711
H 1.489 3.136 2.312
H 1.832 4.258 -0.763
H 0.897 5.038 -2.051
H 2.328 4.074 -2.452
H -0.556 1.852 -3.265
H 0.937 2.530 -3.956
H -0.440 3.583 -3.601
H 4.043 -2.345 -1.032
H 4.210 -2.560 0.717
H 5.409 -1.607 -0.177
H 3.462 1.042 1.406
H 4.975 0.146 1.453
H 3.543 -0.528 2.245
Se -1.432 -0.232 1.918
C -0.690 -1.503 3.140
C 0.374 -2.311 2.754
C 0.904 -3.193 3.684
C 0.375 -3.257 4.967
C -0.687 -2.442 5.335
C -1.230 -1.553 4.421
H 0.777 -2.268 1.752
H 1.724 -3.839 3.403
H 0.792 -3.951 5.684
H -1.096 -2.497 6.335
H -2.059 -0.916 4.699
F -1.602 -2.089 -2.090
P -1.351 -3.951 -1.626
F 0.152 -3.647 -2.031
F -1.747 -4.294 -3.084
F -1.065 -5.354 -1.060
F -2.845 -3.865 -1.154
F -0.945 -3.166 -0.133
```

LUMO (alpha / beta), eV: -6.7 / -6.6
Energy above the lowest of the compared OMol25 structures with the same formula, charge and spin, kcal per mole: 0.00
Expectation value of S²: 0.7526
Net charge: +2
Spin multiplicity: 2
Orbital gap (alpha / beta), eV: 8.131 / 8.196
HOMO level (alpha / beta), eV: -14.8 / -14.8

=====

2.
Below is a single C6H6 molecule, with properties calculated with the ωB97M-V functional and the def2-TZVPD basis.

The geometry in XYZ format:
```
12
Properties=species:S:1:pos:R:3
C -2.593 0.663 0.282
C -1.282 0.059 0.039
C -0.201 -0.432 -0.162
C 1.112 -1.045 -0.412
C 2.240 -0.159 -0.085
C 3.172 0.555 0.178
H -2.866 0.594 1.339
H -2.591 1.722 0.002
H -3.370 0.160 -0.302
H 1.183 -1.341 -1.466
H 1.203 -1.969 0.173
H 3.994 1.194 0.415
```

LUMO, eV: 1.0
Energy above the lowest of the compared OMol25 structures with the same formula, charge and spin, kcal per mole: 83.44
Orbital gap, eV: 10.552
HOMO level, eV: -9.6
SMILES string: C#CCC#CC

=====

3.
Below is an isolated ion of composition C5H13N2 and charge +1 in a non-equilibrium geometry, with properties calculated with the ωB97M-V functional and the def2-TZVPD basis.

The geometry in XYZ format:
```
20
Properties=species:S:1:pos:R:3
C 0.701 -1.800 1.227
C 0.842 -0.933 -0.020
C -0.454 -0.858 -0.873
C -1.597 0.028 -0.379
C -1.407 1.339 -0.013
N -0.589 2.292 -0.644
N 1.363 0.448 0.450
H 1.143 -2.720 0.885
H -0.338 -1.973 1.485
H 1.339 -1.489 2.047
H 1.616 -1.139 -0.741
H -0.793 -1.889 -0.877
H -0.194 -0.506 -1.878
H -2.536 -0.084 -0.909
H -2.076 1.761 0.730
H -1.131 3.124 -0.830
H -0.244 2.017 -1.561
H 1.151 1.229 -0.164
H 0.860 0.618 1.320
H 2.342 0.537 0.747
```

LUMO, eV: -3.3
Energy above the lowest of the compared OMol25 structures with the same formula, charge and spin, kcal per mole: 86.31
Net charge: +1
Orbital gap, eV: 8.342
HOMO level, eV: -11.7
SMILES string: C[C@H]([NH3+])C/C=C\N

=====

4.
Below is C64H51N6O3P2RuS as an isolated structure, with properties calculated with the ωB97M-V functional and the def2-TZVPD basis.

The geometry in XYZ format:
```
128
Properties=species:S:1:pos:R:3
Ru -0.581 0.544 -0.246
C -2.930 4.319 1.468
N -2.587 2.979 0.971
P -0.921 2.578 0.762
C -0.321 4.078 -0.105
C -0.010 5.284 0.528
C 0.346 6.399 -0.215
C 0.386 6.332 -1.603
C 0.055 5.148 -2.242
C -0.301 4.035 -1.495
C -0.352 2.853 2.488
C 0.930 3.300 2.801
C 1.369 3.332 4.118
C 0.529 2.925 5.145
C -0.756 2.490 4.847
C -1.188 2.451 3.531
P -3.799 1.967 0.355
C -4.773 1.370 1.786
C -4.824 2.005 3.026
C -5.581 1.469 4.057
C -6.299 0.297 3.860
C -6.255 -0.341 2.630
C -5.492 0.191 1.601
C -4.929 3.130 -0.462
C -6.307 3.106 -0.259
C -7.136 3.954 -0.980
C -6.599 4.834 -1.907
C -5.225 4.864 -2.116
C -4.396 4.014 -1.405
H -2.432 4.514 2.420
H -4.005 4.398 1.615
H -2.637 5.092 0.756
H -0.049 5.366 1.606
H 0.589 7.324 0.292
H 0.674 7.202 -2.180
H 0.089 5.071 -3.322
H -0.549 3.121 -2.011
H 1.593 3.638 2.016
H 2.370 3.681 4.339
H 0.872 2.952 6.171
H -1.420 2.168 5.639
H -2.177 2.072 3.303
H -4.270 2.917 3.200
H -5.613 1.970 5.017
H -6.885 -0.122 4.669
H -6.798 -1.264 2.473
H -5.450 -0.320 0.646
H -6.735 2.426 0.467
H -8.205 3.928 -0.812
H -7.247 5.496 -2.466
H -4.799 5.549 -2.838
H -3.325 4.038 -1.575
O -2.940 -2.399 1.016
C -2.780 -1.363 0.390
O -2.167 -0.326 0.848
C -3.423 -1.272 -1.002
C -4.240 -2.342 -1.357
C -4.934 -2.370 -2.556
C -4.825 -1.303 -3.435
C -4.019 -0.226 -3.106
C -3.309 -0.201 -1.905
S -2.307 1.234 -1.660
H -4.311 -3.157 -0.649
H -5.559 -3.218 -2.801
H -5.363 -1.306 -4.375
H -3.923 0.614 -3.782
C 8.533 -9.637 1.228
O 7.819 -9.266 0.063
C 6.906 -8.270 0.174
C 6.642 -7.575 1.347
C 5.685 -6.568 1.344
C 4.985 -6.239 0.192
C 5.262 -6.950 -0.981
C 6.207 -7.950 -0.992
C 3.974 -5.181 0.155
N 3.218 -4.902 -0.881
C 2.443 -3.842 -0.489
C 2.731 -3.476 0.804
N 3.712 -4.345 1.209
C 2.086 -2.399 1.478
C 2.275 -2.050 2.820
C 1.553 -1.008 3.335
C 0.726 -0.267 2.490
N 0.580 -0.536 1.206
C 1.183 -1.644 0.715
C 0.832 -2.044 -0.631
N -0.127 -1.320 -1.251
C -0.501 -1.689 -2.464
C 0.054 -2.778 -3.138
C 1.037 -3.514 -2.527
C 1.439 -3.151 -1.239
H 9.187 -10.452 0.934
H 7.857 -9.982 2.014
H 9.136 -8.807 1.605
H 7.166 -7.804 2.263
H 5.494 -6.051 2.277
H 4.718 -6.697 -1.880
H 6.427 -8.504 -1.894
H 4.181 -4.348 2.096
H 2.963 -2.608 3.443
H 1.634 -0.722 4.375
H 0.182 0.577 2.870
H -1.276 -1.103 -2.933
H -0.302 -3.016 -4.130
H 1.507 -4.362 -3.009
C 4.887 -0.248 0.326
C 4.108 0.654 1.040
C 2.920 1.136 0.513
C 2.451 0.719 -0.736
C 3.258 -0.184 -1.449
C 4.451 -0.658 -0.929
N 1.228 1.163 -1.267
C 1.346 1.593 -2.582
C 0.350 1.400 -3.551
C 0.470 1.915 -4.836
C 1.601 2.616 -5.224
C 2.614 2.798 -4.285
C 2.491 2.306 -3.001
H 5.820 -0.617 0.733
H 4.431 0.998 2.017
H 2.319 1.831 1.079
H 2.930 -0.506 -2.431
H 5.041 -1.362 -1.505
H -0.544 0.856 -3.291
H -0.333 1.745 -5.544
H 1.697 3.006 -6.229
H 3.508 3.349 -4.555
H 3.283 2.487 -2.284
```

LUMO (alpha / beta), eV: -0.1 / -0.9
Expectation value of S²: 0.7575
Spin multiplicity: 2
Orbital gap (alpha / beta), eV: 5.901 / 5.123
HOMO level (alpha / beta), eV: -6.0 / -6.0

=====

So what do the calculations give for electronic energy? Going down the list: -6995.8954, -232.0934, -307.4841, -4199.6596 Eh.
So what do the calculations give for molar mass? Going down the list: 834.27, 78.11, 101.17, 1147.24 g/mol.